Here is 4 unconnected molecules or ions with the total composition C39H73BrF9NO16P4S from the OMol25 dataset. Energies are from the ωB97M-V functional and the def2-TZVPD basis.

Output
Gap between HOMO and LUMO: 8.62 eV
LUMO: -0.16 eV
SMILES string: CCCO[C@H]1NC(=O)[C@@](COC)(P(O)Br)[C@]1(CCC(F)(F)C(F)(F)S(F)(F)(F)(F)F)Cc1ccccc1C.CCOP(=O)(OCC)OCC.CCOP(=O)(OCC)OCC.CCOP(=O)(OCC)OCC
2S+1: 1

Last column: Löwdin charge in e.
Element x y z (Å)
Br  3.3300  -2.4342  -3.6623  0.34
S  4.5631  2.5559  0.8533  0.78
P  -0.8249  6.6399  3.2399  0.47
P  -9.1174  -6.1240  -0.2726  0.56
P  6.3354  6.6095  -4.7561  0.47
P  3.7510  -4.0406  -2.0808  0.74
F  4.7137  0.9617  -1.2490  0.13
F  2.2315  0.3145  1.1291  0.11
F  2.0128  1.3597  -0.8343  0.13
F  4.9302  3.9162  1.5587  -0.11
F  6.1140  2.1890  0.8355  -0.13
F  4.6809  3.3017  -0.5363  -0.14
F  3.0308  2.9193  1.0222  -0.13
F  4.4765  1.8305  2.2723  -0.14
F  4.9289  -0.0294  0.6262  0.14
O  -1.2107  7.0516  4.7546  -0.20
O  6.0728  8.1261  -4.2636  -0.20
O  -0.6871  -2.8608  0.7095  -0.07
O  -0.0708  7.7889  2.7086  -0.22
O  7.7972  6.5012  -4.9091  -0.22
O  -2.2971  6.6293  2.5828  -0.19
O  4.7431  -3.3921  -0.9237  -0.34
O  -10.1197  -7.0238  0.3577  -0.22
O  3.1757  -6.4223  -1.2105  -0.26
O  -8.4164  -7.2082  -1.2966  -0.22
O  1.1074  -4.9560  -3.1158  0.09
O  -8.4305  -4.8882  -1.1143  -0.19
O  -0.7157  5.0766  3.6328  -0.17
O  5.6596  6.6837  -6.2182  -0.19
O  -7.9568  -6.0093  0.8495  -0.20
O  5.0666  6.0582  -3.9225  -0.17
N  -0.1520  -4.0925  -1.3357  0.16
C  0.1708  -3.2806  4.4360  -0.05
C  1.7479  -4.9022  2.9134  -0.05
C  6.3622  5.0847  -2.0673  -0.07
C  5.8926  5.6278  -7.1493  -0.28
C  -1.9216  -3.5058  0.9470  -0.22
C  -10.0018  -3.1472  -0.3815  -0.08
C  -4.1975  -3.3631  1.8701  -0.10
C  1.6310  -3.5716  2.5275  -0.16
C  -7.8251  -7.7975  2.4873  -0.07
C  2.1848  -4.2181  -1.0357  -0.38
C  2.7317  0.4636  -0.1174  -0.46
C  -9.2125  -3.7522  -1.5247  -0.27
C  -0.6977  8.2374  5.3602  -0.29
C  -2.9457  -2.5418  1.5186  -0.21
C  1.0974  -5.4155  4.0198  -0.09
C  1.4167  -1.7026  -0.6353  -0.08
C  2.9163  -7.7969  -0.9410  -0.07
C  -9.5925  -6.8477  -3.4073  -0.08
C  -1.6497  9.4017  5.1812  -0.07
C  7.1489  8.9976  -3.9202  -0.29
C  1.0281  -4.4874  -2.0111  -0.48
C  4.2094  0.9029  -0.0041  -0.44
C  0.6219  -1.2868  3.0554  -0.03
C  1.6574  -3.1232  -0.0700  -0.27
C  5.2076  4.9282  -3.0363  -0.26
C  -9.2000  -7.8216  -2.3095  -0.29
C  0.2190  -3.6804  0.0582  -0.32
C  1.7468  4.9773  3.6854  -0.07
C  0.8158  -2.7594  3.3252  -0.22
C  -2.0208  5.2284  0.5961  -0.08
C  7.5763  9.8366  -5.1066  -0.07
C  -2.4257  6.5775  1.1622  -0.28
C  0.2941  -4.6106  4.8017  -0.08
C  5.1925  4.3419  -6.7487  -0.08
C  2.6830  -0.8545  -0.8972  -0.12
C  2.3892  -3.0351  1.3181  -0.03
C  -8.2010  -6.3563  2.2143  -0.29
C  2.4022  -5.6081  -0.3431  -0.20
C  0.4512  4.3096  3.2704  -0.26
H  -3.4755  6.7701  0.9442  0.12
H  2.8303  -7.9691  0.1370  0.09
H  -3.2483  -1.8633  0.7187  0.11
H  8.4646  10.4219  -4.8643  0.08
H  5.2269  3.6143  -7.5597  0.08
H  -1.7764  -4.3159  1.6793  0.13
H  3.5819  -1.4475  -0.7592  0.08
H  4.2679  4.8467  -2.4936  0.11
H  -9.3484  -2.9252  0.4627  0.08
H  7.9883  8.4363  -3.5107  0.10
H  -0.9374  5.0891  0.6590  0.06
H  -10.4959  -2.2292  -0.6987  0.08
H  -0.2162  -5.0144  5.6647  0.10
H  -2.3035  5.1493  -0.4538  0.08
H  0.3505  3.3450  3.7653  0.12
H  6.7789  9.6469  -3.1248  0.12
H  1.7311  5.2331  4.7454  0.09
H  2.5902  4.3150  3.4906  0.07
H  -8.1110  -8.0842  3.5003  0.08
H  6.3785  4.2738  -1.3515  0.05
H  3.0071  -5.4598  0.5489  0.11
H  3.7293  -8.4012  -1.3294  0.09
H  7.3219  5.0786  -2.5928  0.08
H  -8.5092  -3.0226  -1.9239  0.12
H  -0.1615  -0.8990  3.7045  0.08
H  6.9668  5.4624  -7.2662  0.11
H  -10.0887  -8.2828  -1.8692  0.11
H  -0.5822  8.0167  6.4228  0.12
H  6.2894  6.0316  -1.5301  0.09
H  -2.5792  9.2193  5.7223  0.08
H  5.3204  4.0135  -3.6251  0.11
H  1.4516  -6.1128  -0.1571  0.13
H  -6.7490  -7.9372  2.3750  0.08
H  -2.4924  4.4187  1.1533  0.08
H  -10.7766  -3.8377  -0.0285  0.08
H  0.1820  -4.6356  0.6051  0.14
H  -7.5795  -5.6929  2.8187  0.11
H  -1.8412  7.3794  0.7041  0.11
H  -2.3566  -3.9589  0.0506  0.13
H  -4.9658  -2.7508  2.3338  0.07
H  -9.2375  -6.1598  2.4871  0.11
H  5.5073  5.9756  -8.1070  0.12
H  2.6440  -1.9983  1.5281  0.11
H  1.2355  -6.4564  4.2835  0.10
H  0.7174  -1.1380  -0.0273  0.11
H  -3.9087  -4.1934  2.5183  0.07
H  2.6788  -0.5509  -1.9379  0.05
H  -8.7265  -6.2791  -3.7466  0.08
H  -4.5839  -3.8225  0.9583  0.07
H  3.3339  -3.5730  1.2496  0.11
H  -10.3396  -6.1338  -3.0453  0.06
H  -0.7087  -4.9335  -1.2161  0.14
H  7.7971  9.2109  -5.9713  0.07
H  2.3815  -5.5966  2.3795  0.09
H  1.5294  -0.7554  3.3582  0.09
H  1.9565  -8.0529  -1.3990  0.10
H  0.2928  8.4744  4.9730  0.10
H  0.9208  -1.8356  -1.5998  0.12
H  -8.3132  -8.4713  1.7839  0.07
H  -9.8778  -4.0409  -2.3426  0.10
H  5.5602  -3.1753  -1.3931  0.05
H  5.6766  3.8904  -5.8776  0.06
H  -0.4360  -2.6432  5.0679  0.11
H  -1.9088  9.5398  4.1315  0.07
H  0.4443  4.1217  2.1932  0.10
H  -10.0259  -7.3757  -4.2572  0.08
H  6.7767  10.5192  -5.3972  0.08
H  -8.5879  -8.6207  -2.7279  0.12
H  1.9111  5.9039  3.1281  0.07
H  4.1518  4.5343  -6.4875  0.09
H  -1.2036  10.3248  5.5542  0.08
H  0.4122  -1.0823  2.0135  0.05
H  -2.5579  -2.0092  2.3849  0.11

Forces on atoms 1 to 3 (eV/Å):
Br -0.10 0.13 0.31
S 0.56 -0.50 1.10
P -3.85 1.85 3.08